A structure of composition C29H46BiP2S in a non-equilibrium geometry. Source: OMol25; level of theory: wB97M-V/def2-TZVPD.

Each line ends with the Löwdin charge.
Atoms and positions in Å:
Bi1 0.141 -0.098 0.304  1.228
C1 -0.595 -2.852 2.979  -0.206
C2 0.693 -3.188 2.483  -0.273
C3 0.961 -1.643 4.168  -0.222
C4 -0.426 -1.890 4.019  -0.242
C5 1.653 -2.435 3.210  -0.240
C6 -1.880 -3.440 2.543  -0.055
H1 -1.858 -3.711 1.480  0.063
H2 -2.710 -2.743 2.711  0.074
H3 -2.099 -4.359 3.110  0.101
C7 -1.492 -1.272 4.830  -0.049
H4 -2.464 -1.732 4.610  0.071
H5 -1.576 -0.189 4.644  0.061
H6 -1.284 -1.405 5.903  0.087
C8 1.568 -0.732 5.155  -0.031
H7 1.219 -0.966 6.167  0.091
H8 1.304 0.311 4.952  0.060
H9 2.656 -0.818 5.135  0.074
C9 3.118 -2.467 3.017  -0.054
H10 3.606 -3.173 3.709  0.094
H11 3.555 -1.477 3.201  0.073
H12 3.376 -2.780 1.997  0.064
C10 0.994 -4.168 1.415  -0.069
H13 1.273 -5.146 1.844  0.091
H14 1.839 -3.833 0.794  0.062
H15 0.122 -4.329 0.766  0.062
C11 -1.217 1.236 -4.167  -0.173
C12 -1.640 -0.061 -4.075  -0.203
C13 -1.075 -1.223 -4.859  -0.175
C14 0.435 -1.147 -5.159  -0.169
C15 1.283 -0.673 -4.020  -0.123
C16 1.892 0.548 -4.052  -0.173
C17 1.300 1.791 -4.658  -0.168
C18 -0.196 1.759 -5.113  -0.160
H16 -1.626 -1.310 -5.816  0.135
H17 0.592 -0.523 -6.050  0.112
H18 -1.276 -2.188 -4.360  0.110
H19 -0.280 1.298 -6.105  0.118
H20 -1.805 2.028 -3.683  0.094
H21 -2.674 -0.260 -3.763  0.106
H22 -0.472 2.816 -5.268  0.126
H23 1.429 2.661 -3.988  0.096
H24 2.951 0.688 -3.819  0.103
H25 1.898 2.042 -5.555  0.133
H26 0.779 -2.153 -5.462  0.133
H27 1.577 -1.436 -3.298  0.101
P1 -1.620 0.506 -1.452  0.740
C19 -3.255 1.208 -1.701  -0.225
C20 -1.546 -1.313 -1.711  -0.336
P2 1.963 1.205 -1.095  0.663
C21 0.213 1.251 -1.911  -0.565
C22 2.948 -0.339 -1.362  -0.304
C23 2.970 2.646 -1.523  -0.237
H28 -3.419 1.987 -0.937  0.063
H29 -4.004 0.410 -1.563  0.077
H30 -3.382 1.652 -2.699  0.046
H31 -0.949 -1.595 -2.579  0.022
H32 -2.581 -1.646 -1.838  0.077
H33 -1.133 -1.866 -0.851  -0.029
H34 2.870 2.909 -2.587  0.031
H35 4.027 2.425 -1.306  0.069
H36 2.649 3.490 -0.892  0.053
H37 -0.009 2.280 -2.215  0.065
H38 0.256 0.564 -2.752  -0.045
H39 3.654 -0.393 -0.515  0.061
H40 3.529 -0.297 -2.291  0.036
H41 2.330 -1.253 -1.357  0.020
S1 0.313 2.353 1.451  0.493
C24 -0.819 2.819 2.649  -0.713
C25 -0.744 2.369 3.994  -0.113
C26 -1.552 2.955 4.966  -0.075
C27 -2.468 3.960 4.622  -0.074
C28 -2.545 4.412 3.298  -0.087
C29 -1.750 3.833 2.316  -0.135
H42 0.007 1.622 4.245  0.072
H43 -1.452 2.654 6.016  0.114
H44 -3.103 4.408 5.388  0.108
H45 -3.206 5.237 3.029  0.106
H46 -1.763 4.191 1.287  0.088

Output
* highest occupied orbital energy (alpha / beta): -8.02 / -8.03 eV
* lowest unoccupied orbital energy (alpha / beta): -4.564 / -4.562 eV
* net charge: +1
* electronic energy: -2427.52092 Ha
* ΔE to the lowest compared entry with this formula, charge and spin: 224.3 kJ/mol
* multiplicity: 1
* orbital gap (alpha / beta): 3.5 / 3.5 eV